81
Properties=species:S:1:pos:R:3 method="wB97M-V/def2-TZVPD" orbital_gap_ev=9.9775 homo_energy_ev=-12.26 smiles="[H]/N=C(/C)C[C@H]1[C@H](P(=O)(O)O)[N@+](CCCCC)(OCC)C[C@]1(Cl)CCCCCCCCCC" total_charge=+1
H -0.783 -2.859 4.712
N -1.796 -2.940 4.611
C -2.296 -1.840 4.272
C -3.773 -1.691 4.069
C -1.349 -0.632 4.078
C -0.736 -0.590 2.674
C -1.464 0.393 1.708
P -2.473 -0.401 0.406
O -3.677 -0.864 1.080
O -1.741 -1.695 -0.179
O -2.861 0.620 -0.736
N -0.555 1.581 1.333
C -1.479 2.768 1.535
C -0.945 4.071 0.949
C 0.085 4.798 1.832
C 1.017 5.771 1.062
C 0.351 6.428 -0.171
O -0.234 1.319 -0.001
C 1.027 1.885 -0.392
C 0.982 2.180 -1.902
C 0.525 1.383 2.339
C 0.763 -0.121 2.550
Cl 1.788 -0.340 3.978
C 1.319 -0.987 1.395
C 2.827 -0.878 1.162
C 3.326 -1.615 -0.104
C 2.589 -1.297 -1.419
C 1.754 -2.501 -1.904
C 0.916 -2.130 -3.128
C -0.327 -3.033 -3.270
C -0.781 -3.124 -4.730
C 0.159 -3.933 -5.638
C 0.572 -5.277 -5.004
H -4.343 -2.062 4.916
H -4.006 -0.652 3.845
H -4.062 -2.265 3.191
H -0.597 -0.738 4.855
H -1.910 0.274 4.340
H -0.769 -1.612 2.302
H -2.232 0.794 2.362
H -2.065 -2.419 0.389
H -3.416 0.173 -1.402
H -1.654 2.926 2.594
H -2.397 2.540 1.004
H -1.791 4.746 0.832
H -0.571 3.925 -0.063
H -0.463 5.311 2.624
H 0.740 4.099 2.358
H 1.897 5.207 0.760
H 1.298 6.538 1.779
H 0.845 7.379 -0.339
H 0.515 5.774 -1.024
H -0.713 6.568 -0.013
H 1.878 1.249 -0.171
H 1.229 2.836 0.102
H 1.905 1.855 -2.370
H 0.811 3.241 -2.065
H 0.119 1.651 -2.308
H -0.011 1.662 3.253
H 1.354 2.083 2.339
H 0.775 -0.863 0.460
H 1.151 -2.023 1.699
H 3.385 -1.287 2.000
H 3.153 0.166 1.079
H 3.339 -2.688 0.088
H 4.369 -1.324 -0.224
H 3.320 -1.039 -2.187
H 1.898 -0.459 -1.352
H 1.066 -2.726 -1.082
H 2.415 -3.343 -2.097
H 1.519 -2.249 -4.029
H 0.535 -1.110 -3.053
H -1.164 -2.614 -2.711
H -0.124 -4.013 -2.836
H -1.778 -3.562 -4.806
H -0.863 -2.099 -5.108
H -0.382 -4.180 -6.554
H 1.030 -3.346 -5.928
H 0.899 -5.950 -5.794
H 1.404 -5.090 -4.327
H -0.274 -5.735 -4.494